No. 1
{
  "formula": "C45H49AlFIN9O2S",
  "method": "ωB97M-V/def2-TZVPD",
  "elements": ["C", "C", "I", "C", "Al", "S", "C", "O", "N", "C", "O", "F", "H", "H", "H", "H", "H", "H", "H", "H", "H", "N", "C", "C", "C", "C", "C", "H", "H", "H", "H", "H", "N", "C", "C", "C", "C", "C", "H", "H", "H", "H", "H", "N", "C", "C", "C", "C", "C", "H", "H", "H", "H", "H", "N", "C", "C", "C", "C", "C", "H", "H", "H", "H", "H", "N", "C", "C", "C", "C", "C", "H", "H", "H", "H", "H", "N", "C", "C", "C", "C", "C", "H", "H", "H", "H", "H", "N", "C", "C", "C", "C", "C", "H", "H", "H", "H", "H", "N", "C", "C", "C", "C", "C", "H", "H", "H", "H", "H"],
  "xyz": [[0.003387, -3.740881, -2.607913], [1.228826, -4.642852, -2.581333], [0.620767, -6.719638, -2.878929], [2.020601, -4.520395, -1.282935], [3.992210, -4.121762, -1.522025], [5.211127, -6.052754, -1.424561], [4.284527, -3.130307, -3.319097], [4.537124, -3.666777, -4.369019], [4.217658, -1.670077, -3.324494], [3.445808, -1.011071, -4.266272], [3.481541, 0.177533, -4.511777], [2.550741, -1.786270, -4.890462], [-0.253119, -3.479578, -1.598564], [-0.841086, -4.207697, -3.080473], [0.252568, -2.845051, -3.154433], [1.848853, -4.455915, -3.435732], [1.618500, -3.718769, -0.684329], [1.953813, -5.411747, -0.682498], [4.562966, -3.085123, -0.414264], [4.311622, -6.987529, -1.741004], [3.997819, -1.330267, -2.398995], [1.917249, -3.518530, 2.126762], [3.042572, -3.470936, 2.831249], [3.175695, -2.755863, 4.013884], [2.080302, -2.050437, 4.484118], [0.901450, -2.087732, 3.757409], [0.874667, -2.836092, 2.589209], [3.875996, -4.028782, 2.418534], [4.116527, -2.751429, 4.546946], [2.144242, -1.477232, 5.401220], [0.022450, -1.548497, 4.084463], [-0.026303, -2.892029, 1.986646], [-2.547643, -1.028052, -5.202740], [-2.993030, -1.338217, -6.417806], [-2.164948, -1.605631, -7.496485], [-0.793229, -1.544335, -7.304434], [-0.310834, -1.225058, -6.047607], [-1.226895, -0.979314, -5.035388], [-4.072101, -1.372627, -6.526932], [-2.585644, -1.854660, -8.461385], [-0.111502, -1.744298, -8.121199], [0.745998, -1.161978, -5.847618], [-0.884613, -0.730361, -4.037164], [-0.789366, -0.398698, -1.634416], [-0.190487, -0.126955, -0.478447], [-0.753073, 0.659188, 0.513851], [-2.006402, 1.203598, 0.289469], [-2.641253, 0.940479, -0.913467], [-1.997212, 0.129324, -1.837876], [0.789010, -0.575070, -0.341820], [-0.222204, 0.835762, 1.440195], [-2.477632, 1.823113, 1.039113], [-3.622710, 1.346357, -1.121720], [-2.470122, -0.116074, -2.783363], [-1.517715, 4.358888, 1.160089], [-0.246505, 4.487123, 0.792980], [0.523880, 5.605931, 1.073472], [-0.060826, 6.648498, 1.772148], [-1.385111, 6.530555, 2.161172], [-2.065209, 5.368489, 1.831520], [0.168900, 3.647852, 0.244874], [1.554196, 5.655354, 0.750368], [0.506302, 7.539191, 2.010093], [-1.881306, 7.319776, 2.708888], [-3.101743, 5.232650, 2.122767], [-5.958630, 2.715933, -0.446630], [-5.497555, 3.179405, 0.709860], [-6.036217, 2.851194, 1.942405], [-7.131894, 2.004876, 1.973588], [-7.634946, 1.522187, 0.775378], [-7.006406, 1.898341, -0.403167], [-4.632633, 3.831014, 0.639341], [-5.591662, 3.238905, 2.849287], [-7.579983, 1.716921, 2.916052], [-8.483176, 0.852118, 0.753377], [-7.348960, 1.521296, -1.360332], [7.320780, -1.244685, -9.102555], [7.746885, -0.868201, -7.899130], [7.154229, -1.267041, -6.710783], [6.052027, -2.105425, -6.767260], [5.595708, -2.504857, -8.012679], [6.261781, -2.050394, -9.140661], [8.610127, -0.210405, -7.894203], [7.546485, -0.928284, -5.761640], [5.554641, -2.444849, -5.862571], [4.739657, -3.159119, -8.105620], [5.934904, -2.344883, -10.132722], [-3.975373, 3.195956, 5.029108], [-2.763341, 3.189088, 5.578073], [-2.472433, 3.750497, 6.810958], [-3.498701, 4.362477, 7.511382], [-4.767228, 4.386323, 6.951841], [-4.950343, 3.790395, 5.713532], [-1.985926, 2.703279, 4.999861], [-1.467004, 3.707347, 7.202829], [-3.314054, 4.813890, 8.477786], [-5.597303, 4.854557, 7.462767], [-5.928409, 3.783951, 5.242802], [0.119825, 1.758507, 6.741659], [1.389464, 1.379069, 6.618461], [1.870114, 0.147480, 7.035184], [0.982952, -0.741520, 7.617054], [-0.341607, -0.363025, 7.757149], [-0.720529, 0.891180, 7.304774], [2.051266, 2.102772, 6.156218], [2.912602, -0.106214, 6.903516], [1.317727, -1.713690, 7.954514], [-1.068685, -1.025466, 8.205353], [-1.748244, 1.222786, 7.393383]],
  "forces_ev_per_a": [[0.382, -0.360, -0.229], [-0.224, -0.041, 0.753], [0.040, -0.079, -0.099], [0.924, 0.176, -0.698], [-0.246, -0.327, 0.338], [0.375, 0.156, 0.093], [0.127, -0.320, 0.671], [-0.087, -0.004, -0.648], [-0.934, -0.558, -0.256], [0.545, 2.496, -0.047], [-0.239, -1.971, 0.376], [0.205, -0.290, -0.191], [-0.319, 0.185, 0.419], [-0.417, -0.060, -0.304], [-0.012, 0.499, -0.105], [0.150, -0.163, -0.625], [-0.320, 0.320, 0.302], [-0.025, -0.306, 0.331], [0.035, 0.045, -0.024], [-0.258, 0.128, -0.094], [0.404, 0.417, 0.194], [-0.057, 0.021, 0.043], [0.145, -0.077, -0.075], [-0.063, 0.003, -0.032], [0.079, -0.007, 0.064], [0.010, 0.015, 0.004], [-0.080, -0.002, -0.073], [0.029, 0.020, 0.010], [0.036, -0.014, -0.009], [-0.021, -0.170, -0.264], [-0.032, 0.014, 0.004], [-0.033, 0.031, 0.026], [0.019, 0.003, -0.029], [-0.097, -0.007, 0.001], [0.003, 0.004, 0.012], [0.002, -0.017, -0.031], [-0.097, 0.027, -0.088], [0.028, 0.063, 0.131], [-0.003, -0.016, -0.055], [-0.025, -0.002, 0.000], [0.008, -0.004, -0.007], [-0.012, 0.013, -0.018], [0.108, -0.050, -0.032], [-0.102, 0.104, -0.059], [0.183, -0.149, -0.027], [-0.001, 0.005, 0.020], [-0.108, -0.003, 0.044], [-0.027, -0.062, 0.044], [-0.004, 0.007, 0.028], [0.012, 0.010, 0.049], [0.029, -0.009, 0.007], [0.001, 0.061, -0.009], [0.004, 0.005, -0.049], [-0.065, 0.038, 0.010], [-0.082, 0.077, 0.082], [0.037, -0.143, -0.098], [-0.014, 0.022, 0.017], [0.029, 0.034, 0.011], [0.007, 0.001, 0.000], [-0.062, -0.037, 0.028], [0.037, 0.012, -0.004], [0.011, -0.020, -0.018], [0.006, 0.009, 0.002], [-0.023, -0.002, 0.009], [-0.007, 0.044, 0.040], [-0.040, -0.039, -0.119], [0.226, 0.078, -0.051], [-0.049, 0.022, 0.111], [-0.028, -0.012, -0.016], [0.057, -0.027, 0.020], [-0.033, -0.016, -0.002], [0.021, 0.010, 0.047], [0.048, -0.044, 0.008], [-0.011, 0.000, 0.007], [-0.012, -0.010, -0.020], [-0.059, -0.009, 0.012], [0.002, 0.000, -0.014], [0.059, 0.043, 0.008], [0.004, 0.003, -0.054], [-0.073, 0.024, 0.176], [0.026, 0.015, -0.044], [-0.022, -0.022, -0.069], [0.004, 0.002, 0.054], [0.003, 0.016, 0.007], [0.083, -0.037, -0.127], [-0.007, -0.012, 0.000], [-0.043, -0.027, 0.015], [-0.114, 0.107, -0.011], [0.096, -0.122, -0.196], [-0.085, 0.171, 0.118], [-0.037, 0.002, -0.014], [0.014, -0.007, 0.013], [-0.019, -0.030, -0.011], [0.067, 0.010, 0.042], [0.061, -0.040, -0.060], [0.000, 0.011, 0.007], [-0.022, 0.000, -0.009], [-0.033, 0.033, 0.042], [-0.051, -0.129, 0.098], [0.080, 0.118, -0.090], [-0.052, 0.167, 0.165], [-0.023, -0.022, 0.109], [0.028, -0.020, -0.006], [0.016, 0.046, -0.037], [0.049, -0.032, -0.004], [0.029, 0.057, 0.021], [-0.002, -0.025, -0.013], [-0.025, 0.000, -0.005], [-0.047, -0.048, 0.025]],
  "mulliken_charge": [-0.89, -0.26, -0.08, -0.39, -0.13, -0.43, 0.66, -0.61, -0.24, 0.47, -0.57, -0.18, 0.26, 0.48, 0.08, 0.42, -0.20, 0.53, -0.32, 0.08, 0.28, -0.25, -0.33, -0.77, 0.80, -0.50, -0.52, 0.38, 0.37, -0.10, 0.43, 0.44, -0.36, -0.40, -0.36, -0.49, -0.48, 0.34, 0.37, 0.35, 0.42, 0.52, 0.10, -0.19, -0.51, -0.93, 0.06, -0.74, -0.40, 0.62, 0.56, 0.52, 0.42, 0.58, -0.06, -0.13, -0.72, -0.14, -0.78, -0.01, 0.41, 0.37, 0.38, 0.37, 0.30, -0.51, -0.29, 0.31, -0.32, -0.40, -0.30, 0.34, 0.06, 0.38, 0.38, 0.36, -0.60, -0.23, -0.49, 0.13, -0.61, -0.22, 0.35, 0.37, 0.61, 0.39, 0.34, -0.27, -0.44, -0.61, -0.19, -0.64, -0.06, 0.64, 0.49, 0.40, 0.35, 0.31, -0.21, -0.42, -0.42, -0.12, -0.72, -0.01, 0.39, 0.48, 0.38, 0.38, 0.31],
  "gap_ha": 0.256,
  "total_charge": -1
}


No. 2
{
  "formula": "C2H6NP",
  "method": "ωB97M-V/def2-TZVPD",
  "elements": ["C", "C", "N", "P", "H", "H", "H", "H", "H", "H"],
  "xyz": [[-0.137802, -0.045986, -1.266997], [0.864300, -0.147681, -0.274470], [-0.333675, 1.169808, -1.642386], [-0.469700, 0.060067, 2.764436], [-0.888250, -0.813057, -1.556416], [0.946883, -1.001914, 0.444618], [1.481192, 0.647378, -0.328205], [-1.019234, 1.280567, -2.360237], [0.452797, -0.955721, 2.780422], [-0.896511, -0.193461, 1.439235]],
  "forces_ev_per_a": [[-1.273, 0.060, 0.761], [-1.955, -4.041, 0.349], [0.914, 0.835, -0.619], [-0.746, 1.043, 0.101], [0.926, -0.079, 0.242], [0.261, 0.963, -1.107], [2.220, 2.376, 0.570], [-0.853, -0.135, -0.406], [0.610, -0.849, -0.120], [-0.104, -0.172, 0.227]],
  "nbo_charge": [-0.02, -0.29, -0.58, 0.13, 0.17, 0.20, 0.20, 0.33, -0.07, -0.05],
  "gap_ha": [0.274, 0.306],
  "e_above_lowest_kj_mol": 285.8,
  "total_charge": 0
}


No. 3
{
  "formula": "C31H40Cl2F5N3O4Si",
  "method": "ωB97M-V/def2-TZVPD",
  "elements": ["C", "C", "N", "C", "C", "C", "C", "N", "C", "Cl", "C", "C", "Cl", "C", "C", "N", "C", "C", "O", "C", "F", "F", "F", "C", "F", "F", "C", "C", "Si", "C", "C", "C", "C", "C", "C", "C", "C", "C", "C", "O", "H", "H", "H", "H", "H", "H", "H", "H", "H", "H", "H", "H", "H", "H", "H", "H", "H", "H", "H", "H", "H", "H", "H", "H", "H", "H", "H", "H", "H", "H", "H", "H", "H", "H", "O", "C", "O", "C", "C", "C", "H", "H", "H", "H", "H", "H"],
  "xyz": [[-0.420844, -6.652970, 0.901320], [-0.640225, -5.293906, 1.850904], [-0.162366, -4.126327, 1.014578], [-0.528320, -2.780670, 1.678158], [-0.812515, -1.751241, 0.409181], [-1.061298, -0.189708, 0.848083], [-1.241780, -0.257664, 2.515466], [-1.788770, -0.339786, 3.711310], [-2.379850, 0.339880, 0.061270], [-2.437141, 1.710277, -1.241733], [-3.753043, -0.277589, 0.276408], [-5.097929, 0.290186, -0.544073], [-4.104644, -1.702619, 1.415245], [0.297858, 0.779134, 0.695364], [1.315648, 0.094844, 1.841785], [2.171764, -0.493737, 2.651578], [-0.116791, 2.285893, 1.153558], [0.922779, 3.133708, 2.062233], [2.336252, 3.109092, 1.659867], [0.811515, 2.869110, 3.702742], [1.977613, 2.069420, 4.230815], [0.965146, 4.222031, 4.358923], [-0.504504, 2.358448, 4.141500], [1.085185, 0.625865, -0.717134], [0.262762, 0.130050, -1.866728], [2.126638, -0.456352, -0.519834], [1.925874, 1.898613, -1.272683], [3.579326, 1.762498, -1.057122], [4.518988, 3.320095, -1.798850], [3.337862, 4.750711, -2.314157], [5.795429, 3.841093, -0.405391], [5.628559, 2.664714, -3.281547], [4.778586, 2.299268, -4.674630], [5.573552, 1.694422, -5.975455], [7.211632, 1.472578, -5.801060], [8.051378, 1.859088, -4.441621], [7.253388, 2.465799, -3.130058], [1.325472, -4.163038, 0.745268], [2.502295, -4.431269, 1.863549], [1.758458, -3.909758, -0.519190], [-1.284041, -7.435085, 1.016225], [0.659986, -7.101826, 0.995281], [-0.500605, -6.243834, -0.216690], [-0.045565, -5.457985, 2.851688], [-1.805979, -5.206560, 1.993515], [0.403922, -2.495648, 2.324391], [-1.500735, -3.021276, 2.310243], [-1.781641, -2.198781, -0.127620], [0.059737, -1.930040, -0.348185], [-6.042041, -0.383001, -0.291802], [-4.906008, 0.321563, -1.721939], [-5.380257, 1.388687, -0.242752], [-1.185829, 2.373571, 1.679747], [-0.269221, 2.907425, 0.143257], [0.594151, 4.278307, 1.944753], [2.777254, 3.935476, 2.063557], [1.645709, 2.951928, -0.874035], [1.791467, 1.943074, -2.458246], [3.848934, 1.608029, 0.095058], [4.036720, 0.840716, -1.622722], [3.818104, 5.288725, -3.250609], [2.219872, 4.436159, -2.464917], [3.334979, 5.551585, -1.433236], [5.265320, 4.317667, 0.522861], [6.364221, 2.841509, -0.111838], [6.550910, 4.609338, -0.901168], [3.597173, 2.451635, -4.748804], [4.993656, 1.399692, -6.966347], [7.763188, 1.003030, -6.740620], [9.204725, 1.663045, -4.408011], [7.817296, 2.725233, -2.130956], [2.107680, -4.748244, 2.921505], [3.221792, -3.485070, 1.972236], [3.215379, -5.312294, 1.503253], [-8.074249, -1.491668, -1.213656], [-8.804790, -1.533281, -0.237563], [-10.155175, -1.726726, -0.294382], [-10.700801, -1.608734, 1.018687], [-9.549196, -1.872468, 1.953122], [-8.369292, -1.335901, 1.182843], [-11.110000, -0.599979, 1.137582], [-11.507277, -2.336111, 1.149609], [-9.677320, -1.410134, 2.935456], [-9.430894, -2.952893, 2.100431], [-8.215975, -0.268541, 1.364645], [-7.459225, -1.900492, 1.398309]],
  "forces_ev_per_a": [[-0.110, 1.086, -1.104], [0.114, -1.954, -0.962], [1.355, 0.113, 1.324], [0.327, -0.610, -0.636], [-0.349, -1.665, 0.105], [0.572, -0.585, 0.526], [-5.993, -0.183, 7.653], [5.364, 0.744, -11.173], [-4.715, -2.087, 1.228], [0.548, -2.010, 2.184], [2.538, 2.562, -1.588], [0.015, -0.359, 0.124], [0.812, 2.220, -1.647], [-0.108, -1.508, 1.966], [6.382, -4.076, 5.063], [-8.302, 5.658, -7.706], [-0.132, 1.253, -1.022], [-0.103, 1.791, 0.495], [-1.302, 1.217, 1.185], [0.583, 0.599, 1.841], [-4.476, 2.579, -1.537], [-0.474, -4.080, -1.766], [4.679, 1.501, -1.253], [2.134, -0.978, -1.756], [1.657, 1.150, 3.522], [-3.203, 2.438, -0.563], [1.416, 0.061, -1.262], [-0.475, -0.852, 0.586], [0.878, -0.817, 0.720], [-0.186, 1.472, 0.216], [0.547, 0.124, -0.316], [1.625, -1.177, -3.038], [4.262, -0.975, -0.638], [1.943, 1.078, 4.371], [-1.828, 1.236, 2.265], [-4.273, 0.360, -0.265], [-2.343, -1.286, -4.384], [2.515, 1.212, -5.710], [0.445, -0.397, 0.125], [-2.905, -1.458, 7.894], [1.911, 1.368, 0.119], [-2.252, 0.690, 0.060], [0.151, -0.935, 2.390], [-1.398, 0.550, -1.648], [2.492, 0.143, -0.013], [-2.105, 0.060, -0.858], [2.181, 0.946, -1.241], [2.144, 1.266, 1.263], [-1.503, 0.783, 1.465], [2.281, 1.273, -0.708], [-0.311, -0.349, 2.742], [0.906, -2.087, -0.327], [2.503, -0.680, -0.979], [0.467, -1.390, 2.285], [0.265, -2.610, 0.533], [-1.104, -1.942, -0.805], [0.068, -2.198, -0.396], [-0.078, -0.302, 2.645], [-0.717, 0.461, -2.502], [-1.231, 1.618, 1.075], [-1.327, -1.064, 1.770], [2.226, 0.646, -0.078], [0.008, -1.631, -1.816], [1.145, -0.934, -1.690], [-1.091, 2.234, -0.401], [-1.411, -1.536, 1.329], [2.918, -0.295, 0.344], [1.522, 0.693, 2.357], [-1.124, 1.168, 2.356], [-2.527, 0.434, -0.105], [-1.328, -0.573, -2.315], [0.572, 0.815, -2.084], [-1.945, -1.921, -0.370], [-1.756, 1.892, 0.483], [-1.509, -0.199, 1.261], [1.091, 0.298, -1.753], [0.813, -0.013, -0.415], [-0.693, -0.002, 0.334], [0.029, -0.250, 0.912], [0.106, -0.307, 0.445], [0.025, -0.069, -0.033], [0.092, 0.167, -0.266], [-0.063, -0.085, -0.145], [-0.053, 0.179, 0.001], [0.130, -0.067, -0.076], [0.047, 0.361, -0.215]],
  "mulliken_charge": [-0.93, -0.32, 0.30, -0.60, -0.58, 1.77, -0.11, -0.71, -0.72, -0.18, -0.01, -0.60, -0.16, 1.23, -0.32, -0.70, -0.81, -0.56, -0.36, 0.74, -0.24, -0.30, -0.23, 1.21, -0.40, -0.30, -1.07, -0.37, 0.29, -0.95, -0.97, 0.24, -0.18, -0.43, -0.31, -0.41, -0.20, 0.37, -0.98, -0.58, 0.31, 0.24, 0.27, 0.24, 0.39, 0.02, 0.46, 0.18, 0.24, -0.11, 0.32, 0.30, 0.37, 0.50, 0.48, 0.32, 0.10, 0.26, 0.26, 0.51, 0.34, 0.27, 0.26, 0.23, 0.25, 0.28, 0.16, 0.28, 0.26, 0.28, 0.22, 0.27, 0.28, 0.32, -0.59, 0.54, -0.35, -0.40, -0.60, -0.19, 0.25, 0.32, 0.33, 0.27, 0.30, 0.16],
  "gap_ha": 0.295,
  "total_charge": 0
}